C29H22BrN6OSTi | ωB97M-V with the def2-TZVPD basis set

The geometry in XYZ format:
```
61
Properties=species:S:1:pos:R:3
Ti -0.182 0.596 0.042
Br 3.430 -5.937 -0.269
C 1.731 -6.004 0.550
C 0.693 -6.662 -0.091
C -0.560 -6.695 0.501
C -0.771 -6.026 1.696
C 0.287 -5.425 2.367
C 1.548 -5.416 1.793
N -2.103 -6.059 2.264
N -2.661 -5.009 2.602
C -2.070 -3.729 2.376
C -1.774 -2.938 3.454
C -1.191 -1.661 3.301
C -0.953 -1.188 2.048
O -0.371 0.023 1.748
C -1.328 -1.948 0.923
N -1.088 -1.360 -0.291
C -1.442 -2.014 -1.386
C -2.069 -3.263 -1.347
C -2.306 -3.859 -0.134
C -1.908 -3.214 1.055
H 0.866 -7.161 -1.035
H -1.377 -7.234 0.038
H 0.126 -4.985 3.341
H 2.383 -4.963 2.310
H -1.962 -3.327 4.446
H -0.923 -1.070 4.167
H -1.241 -1.531 -2.335
H -2.363 -3.738 -2.271
H -2.813 -4.814 -0.089
N -1.984 3.539 1.449
C -1.254 2.941 0.537
S -1.921 2.114 -0.789
N 0.124 2.821 0.757
C 1.155 3.460 -0.073
C 0.936 3.851 -1.382
C 1.992 4.410 -2.093
C 3.238 4.567 -1.508
C 3.435 4.172 -0.191
C 2.393 3.613 0.531
H -2.993 3.508 1.384
H -1.576 4.099 2.185
H 0.371 2.902 1.740
H -0.030 3.750 -1.853
H 1.825 4.733 -3.112
H 4.049 5.012 -2.069
H 4.397 4.313 0.285
H 2.547 3.314 1.563
N 1.750 0.286 -0.783
C 2.815 0.125 -1.193
C 4.129 -0.070 -1.696
C 4.340 -1.017 -2.704
C 5.621 -1.204 -3.183
C 6.673 -0.458 -2.661
C 6.456 0.481 -1.658
C 5.182 0.683 -1.168
H 3.512 -1.593 -3.095
H 5.804 -1.932 -3.961
H 7.675 -0.612 -3.040
H 7.284 1.051 -1.260
H 4.994 1.408 -0.387
```

The maximum force comes out at 0.41 eV Å⁻¹. The frontier orbital gap (spin up / spin down) comes out at 0.236 / 0.229 Ha. As for the net charge: +2. The spin multiplicity is 2. The HOMO energy (spin up / spin down) comes out at -0.4716 / -0.4716 hartree. The molar mass comes out at 630.37 g/mol.

***

C29H22GeI2NO2Ti | ωB97M-V with the def2-TZVPD basis set

The geometry in XYZ format:
```
58
Properties=species:S:1:pos:R:3
Ti -1.689 0.503 -0.402
I -0.363 2.091 -4.518
C -1.830 0.748 -3.951
C -2.959 0.544 -4.780
C -3.968 -0.288 -4.408
I -5.582 -0.535 -5.708
C -3.949 -0.919 -3.137
C -4.942 -1.775 -2.616
C -4.863 -2.225 -1.344
C -3.789 -1.809 -0.526
N -2.835 -1.081 -0.979
C -2.850 -0.666 -2.283
C -1.699 0.111 -2.730
O -0.640 0.223 -1.961
H -3.014 1.056 -5.731
H -5.779 -2.059 -3.243
H -5.625 -2.877 -0.938
H -3.712 -2.073 0.520
C -2.277 3.364 0.125
O -2.429 2.125 -0.534
H -3.211 3.663 0.604
H -2.005 4.140 -0.594
H -1.510 3.296 0.888
C -1.270 0.400 1.440
Ge 0.639 0.323 1.422
C 1.865 1.747 0.827
C 2.688 2.442 1.716
C 3.575 3.421 1.270
C 3.643 3.736 -0.081
C 2.814 3.076 -0.981
C 1.934 2.095 -0.531
C 1.394 -0.335 3.134
C 2.764 -0.483 3.380
C 3.231 -1.038 4.569
C 2.327 -1.466 5.535
C 0.961 -1.335 5.305
C 0.500 -0.771 4.115
C 1.280 -1.227 0.268
C 0.462 -2.353 0.116
C 0.830 -3.418 -0.703
C 2.036 -3.388 -1.397
C 2.869 -2.285 -1.257
C 2.490 -1.226 -0.435
H 2.639 2.216 2.777
H 4.213 3.937 1.979
H 4.337 4.494 -0.430
H 2.850 3.326 -2.036
H 1.301 1.592 -1.254
H 3.484 -0.169 2.626
H 4.298 -1.138 4.741
H 2.686 -1.899 6.463
H 0.251 -1.674 6.055
H -0.564 -0.656 3.923
H -0.475 -2.385 0.659
H 0.169 -4.275 -0.807
H 2.328 -4.218 -2.030
H 3.811 -2.247 -1.793
H 3.159 -0.376 -0.341
```

The maximum force comes out at 6.19 eV Å⁻¹. The frontier orbital gap comes out at 0.171 Ha. As for the net charge: -1. The HOMO energy comes out at -0.1121 hartree. The molar mass comes out at 790.79 g/mol.

***

C29H22N4O5PRe | ωB97M-V with the def2-TZVPD basis set

The geometry in XYZ format:
```
62
Properties=species:S:1:pos:R:3
Re 0.787 0.353 -0.339
O 4.467 2.388 2.246
C 3.882 1.996 1.158
O 2.327 -0.056 0.601
C 2.777 2.947 0.763
C 3.109 4.298 0.904
C 2.218 5.278 0.514
C 0.996 4.880 -0.018
C 0.750 3.531 -0.143
N 1.610 2.561 0.232
C -0.475 2.987 -0.784
O -1.462 3.695 -1.192
O -0.555 1.752 -0.968
H 5.264 1.859 2.449
H 4.067 4.573 1.323
H 2.469 6.325 0.619
H 0.280 5.627 -0.334
H -1.390 4.653 -1.047
C -0.202 -4.910 2.344
C 0.804 -3.965 2.200
C 0.561 -2.798 1.494
C -0.693 -2.588 0.920
C -1.711 -3.535 1.074
C -1.457 -4.695 1.785
P -1.125 -1.061 0.109
C -1.969 -1.357 -1.426
C -2.745 -0.345 -2.014
C -3.358 -0.574 -3.233
C -3.195 -1.797 -3.872
C -2.413 -2.795 -3.301
C -1.792 -2.582 -2.083
C -2.024 0.018 1.217
C -1.273 0.621 2.237
C -1.897 1.440 3.165
C -3.271 1.638 3.088
C -4.020 1.021 2.094
C -3.403 0.210 1.151
H -0.010 -5.819 2.897
H 1.776 -4.137 2.643
H 1.349 -2.063 1.399
H -2.692 -3.371 0.644
H -2.240 -5.431 1.906
H -2.882 0.604 -1.514
H -3.973 0.195 -3.681
H -3.687 -1.978 -4.819
H -2.302 -3.749 -3.799
H -1.200 -3.369 -1.636
H -0.215 0.390 2.355
H -1.327 1.889 3.967
H -3.765 2.259 3.824
H -5.092 1.159 2.060
H -3.994 -0.277 0.388
N 2.738 -1.817 -3.104
C 2.532 -1.100 -2.033
O 1.268 -0.998 -1.641
C 3.619 -0.422 -1.371
C 3.441 0.211 -0.150
N 4.308 1.057 0.391
C 4.884 -0.357 -2.024
N 5.900 -0.297 -2.557
H 1.953 -2.189 -3.621
H 3.674 -1.982 -3.456
```

The maximum force comes out at 1.09 eV Å⁻¹. The frontier orbital gap (spin up / spin down) comes out at 0.218 / 0.225 Ha. As for the net charge: +3. The spin multiplicity is 2. The HOMO energy (spin up / spin down) comes out at -0.6240 / -0.6240 hartree. The molar mass comes out at 723.70 g/mol.

***

C29H23B2CsF4N9O8Se | ωB97M-V with the def2-TZVPD basis set

The geometry in XYZ format:
```
77
Properties=species:S:1:pos:R:3
Cs 0.531 0.323 -0.108
C 4.149 0.397 2.406
C 2.969 1.111 1.847
N 2.886 1.630 0.681
O 3.936 1.408 -0.172
B 3.942 2.313 -1.368
F 4.739 1.622 -2.317
F 4.522 3.542 -1.051
O 2.637 2.528 -2.110
N 1.545 2.801 -1.326
C 0.507 3.175 -1.966
C 0.432 3.474 -3.424
C -0.739 3.353 -1.106
N -0.743 2.690 -0.028
O -1.840 2.733 0.784
B -1.470 2.779 2.252
F -1.057 4.080 2.558
F -2.636 2.458 2.958
O -0.480 1.762 2.745
N 0.733 1.845 2.132
C 1.701 1.241 2.694
C 1.658 0.642 4.060
C -1.841 4.249 -1.553
H 4.939 0.343 1.666
H 3.883 -0.609 2.730
H 4.512 0.930 3.287
H 1.287 3.049 -3.950
H 0.433 4.563 -3.576
H -0.509 3.099 -3.851
H 0.753 0.954 4.585
H 2.544 0.953 4.632
H 1.681 -0.453 4.039
H -1.432 5.013 -2.226
H -2.312 4.719 -0.692
H -2.602 3.677 -2.085
O 3.608 -7.333 -1.940
N 2.721 -6.934 -1.223
O 2.130 -7.635 -0.425
C 2.324 -5.491 -1.328
C 3.219 -4.722 -1.986
C 2.955 -3.345 -2.184
C 3.872 -2.495 -2.832
C 3.560 -1.181 -3.017
C 2.297 -0.757 -2.580
N 1.420 -1.545 -1.999
C 1.755 -2.811 -1.738
C 0.834 -3.640 -0.967
N -0.240 -3.027 -0.451
C -1.099 -3.734 0.245
C -0.954 -5.116 0.455
C 0.135 -5.755 -0.068
C 1.090 -5.001 -0.778
H 4.125 -5.175 -2.355
H 4.834 -2.892 -3.147
H 4.238 -0.448 -3.434
H 2.043 0.304 -2.684
H -1.955 -3.206 0.659
H -1.699 -5.670 1.016
H 0.284 -6.803 0.100
Se -2.315 -1.012 -1.267
C -3.796 -1.534 -2.251
N -4.760 -1.867 -2.788
O -3.687 1.727 -1.396
C -3.797 1.192 -0.325
N -3.253 -0.087 -0.054
C -3.624 -0.549 1.233
O -3.297 -1.612 1.704
C -4.420 0.569 1.839
C -4.964 0.673 3.103
C -5.580 1.866 3.433
C -5.628 2.929 2.519
C -5.089 2.803 1.250
C -4.498 1.601 0.925
H -4.881 -0.151 3.800
H -5.999 1.995 4.429
H -6.076 3.859 2.825
H -5.093 3.616 0.535
```

The maximum force comes out at 1.12 eV Å⁻¹. The frontier orbital gap comes out at 0.230 Ha. As for the net charge: -1. The HOMO energy comes out at -0.2078 hartree. The molar mass comes out at 935.04 g/mol.

***

C29H23Co2F2O6 | ωB97M-V with the def2-TZVPD basis set

The geometry in XYZ format:
```
62
Properties=species:S:1:pos:R:3
O 3.778 -5.004 1.997
C 3.306 -3.981 1.745
Co 2.543 -2.447 1.398
C 3.941 -1.408 1.638
O 4.869 -0.746 1.828
C 2.462 -2.413 -0.378
O 2.520 -2.399 -1.528
C 1.687 -2.454 2.936
C 1.114 -1.476 2.012
C 0.655 -0.118 2.258
C 0.497 0.894 1.300
C 0.505 2.317 1.766
C 0.924 2.544 3.243
C 0.274 1.548 4.195
C 0.555 0.106 3.743
Co 0.362 -3.192 1.994
C 0.856 -4.446 0.822
O 1.037 -5.368 0.137
C -1.292 -2.699 1.685
O -2.387 -2.362 1.520
C 0.124 -4.334 3.262
O -0.051 -5.113 4.101
H 1.912 -2.292 3.972
H 0.853 0.735 0.270
H 1.218 2.876 1.143
H -0.474 2.797 1.553
H 2.013 2.401 3.318
H 0.769 3.592 3.539
H 0.693 1.667 5.202
H -0.813 1.664 4.254
H -0.197 -0.573 4.181
H 1.501 -0.218 4.210
C -2.133 -4.020 -2.913
C -1.777 -2.708 -2.318
C -2.459 -1.559 -2.706
F -3.471 -1.701 -3.619
C -2.173 -0.297 -2.212
C -1.161 -0.131 -1.240
C -0.790 1.186 -0.671
C -0.586 2.288 -1.620
C -0.699 2.179 -3.047
C -0.906 3.321 -3.809
F -1.315 3.170 -5.117
C -0.744 4.625 -3.321
C -0.950 5.803 -4.212
C -0.312 4.707 -1.986
C -0.286 3.593 -1.160
C -0.506 -1.302 -0.812
C -0.778 -2.548 -1.357
H -1.658 -4.828 -2.353
H -3.220 -4.145 -2.860
H -1.840 -4.104 -3.969
H -2.721 0.556 -2.594
H -1.462 1.484 0.165
H -0.733 1.205 -3.527
H -0.538 6.705 -3.754
H -0.486 5.681 -5.195
H -2.020 5.964 -4.394
H 0.000 5.678 -1.580
H -0.015 3.723 -0.114
H 0.226 -1.195 -0.012
H -0.240 -3.431 -1.011
```

The maximum force comes out at 5.05 eV Å⁻¹. The frontier orbital gap comes out at 0.165 Ha. As for the net charge: -1. The HOMO energy comes out at -0.0862 hartree. The molar mass comes out at 623.36 g/mol.

***

C29H23CrN3O6S3 | ωB97M-V with the def2-TZVPD basis set

The geometry in XYZ format:
```
65
Properties=species:S:1:pos:R:3
Cr 0.286 1.019 0.117
C 2.271 1.653 3.910
O 0.775 1.868 4.125
C 0.255 1.412 2.959
N 1.018 0.798 2.134
C 2.436 0.888 2.612
C 3.115 -0.503 2.694
C 2.551 -1.557 3.301
C 3.142 -2.838 3.243
C 4.296 -3.049 2.511
C 4.960 -1.952 2.001
C 4.391 -0.722 2.103
C -1.142 1.726 2.595
C -1.933 2.615 3.355
C -3.150 3.060 2.922
C -3.653 2.536 1.754
C -2.847 1.615 1.107
N -1.627 1.279 1.447
C -3.489 0.790 0.019
N -2.966 -0.264 -0.466
C -3.892 -0.739 -1.500
C -5.153 0.204 -1.340
O -4.844 1.065 -0.223
C -3.335 -0.682 -2.926
C -4.307 -0.829 -3.947
C -3.933 -0.854 -5.271
C -2.539 -0.633 -5.588
C -1.620 -0.408 -4.525
C -2.000 -0.378 -3.196
H 2.671 2.674 3.788
H 2.624 1.115 4.731
H 3.022 1.439 1.881
H 1.575 -1.424 3.702
H 2.602 -3.642 3.694
H 4.566 -4.052 2.249
H 5.914 -2.064 1.436
H 4.799 0.152 1.671
H -1.454 2.984 4.225
H -3.743 3.828 3.373
H -4.622 2.926 1.359
H -4.158 -1.764 -1.287
H -5.488 0.851 -2.232
H -5.986 -0.435 -1.145
H -5.443 -0.878 -3.761
H -4.770 -1.175 -5.947
H -2.302 -0.636 -6.677
H -0.596 -0.198 -4.827
H -1.332 -0.301 -2.367
S 2.515 1.173 -0.561
C 2.894 -0.539 -0.996
C 4.031 -0.851 -1.645
C 4.529 -2.120 -1.834
C 3.746 -3.238 -1.417
C 2.574 -2.866 -0.784
C 2.071 -1.578 -0.643
S 0.463 -1.339 0.008
H 4.633 -0.118 -2.185
H 5.429 -2.238 -2.415
H 3.964 -4.218 -1.731
H 1.859 -3.560 -0.388
O -2.177 3.300 -0.803
S -0.777 3.057 -1.086
O -0.120 3.955 -1.978
O 0.046 3.044 0.203
O -0.624 1.616 -1.538
```

The maximum force comes out at 3.44 eV Å⁻¹. The frontier orbital gap (spin up / spin down) comes out at 0.221 / 0.226 Ha. As for the net charge: -1. The spin multiplicity is 4. The HOMO energy (spin up / spin down) comes out at -0.1500 / -0.1572 hartree. The molar mass comes out at 657.72 g/mol.